The following is a quantum chemistry calculation of a 9-piece molecular cluster, C76H158N8O10 overall at a distorted geometry, from the OMol25 dataset.

```
252
Properties=species:S:1:pos:R:3:forces:R:3:lowdin_charge:R:1
O -18.474670 5.156910 4.414770 -1.86 0.89 -0.31 0.042
O -20.040880 8.322740 4.231700 0.26 0.41 -0.48 -0.021
O -17.033080 8.460040 7.558490 -0.27 -0.43 -1.37 -0.009
O -18.312340 3.085080 3.767470 0.27 -0.81 0.55 0.124
O -9.549350 4.558400 6.063700 -0.11 -0.73 -1.44 0.001
O -23.456190 6.641780 12.795670 -0.30 -0.02 -0.80 0.001
O -18.823270 4.724810 12.849270 -0.66 -0.88 -0.09 -0.004
O -22.695700 13.113200 13.986490 -0.27 -0.24 0.00 0.003
O -15.434140 14.129830 11.447740 0.15 -1.04 1.87 -0.007
O -12.378890 10.124900 12.082340 0.04 -0.59 -0.48 -0.005
N -12.247720 10.298200 13.459110 1.48 -0.25 1.08 -0.113
N -23.146030 12.806030 12.689440 2.77 -1.32 -1.38 -0.110
N -20.133870 9.629710 3.695080 -0.61 2.28 -1.19 -0.097
N -15.868380 14.823040 10.377070 -0.03 2.63 -2.90 -0.163
N -23.858970 5.937330 11.635570 -1.78 -0.95 -2.20 -0.109
N -9.708610 5.549060 6.978890 -0.05 2.59 3.10 -0.153
N -16.853300 8.878760 8.846200 -0.56 0.43 3.41 -0.110
N -17.934300 5.034540 13.851670 2.40 2.48 2.11 -0.111
C -17.412960 2.668210 14.629010 -0.88 -1.25 -0.31 -0.040
C -10.903020 6.479100 8.973970 0.20 0.49 -0.10 -0.143
C -24.449740 13.254570 12.401830 -0.85 0.84 0.98 -0.574
C -16.634150 8.835090 11.817780 2.44 -0.48 -1.30 -0.185
C -15.892190 4.539610 15.288490 0.27 0.60 0.43 -0.153
C -14.237850 11.777570 13.725670 0.58 -0.55 -0.19 -0.001
C -19.040810 10.635470 5.596380 -0.04 -0.63 -0.39 -0.042
C -12.607060 10.722300 16.276550 1.69 0.52 -1.45 -0.134
C -20.964860 11.680960 12.116170 -0.60 1.19 1.01 -0.027
C -10.946030 5.446010 7.810210 -0.14 1.65 -0.57 -0.467
C -24.707180 5.324240 8.873340 -0.66 1.92 0.06 -0.208
C -14.460400 9.133130 8.621460 -0.22 0.02 -0.92 -0.012
C -12.188590 11.872290 15.287590 -0.90 -0.97 0.52 -0.132
C -17.613220 9.961490 3.628200 -0.36 -1.06 0.08 -0.017
C -15.956700 16.982500 9.201350 -0.97 -0.09 -0.15 -0.143
C -16.986710 14.275790 9.640390 0.58 -1.11 -2.23 -0.447
C -11.993240 12.714710 13.011290 -1.26 0.32 -0.24 -0.035
C -23.292890 5.189360 9.285860 -1.03 -1.67 -0.27 -0.182
C -25.829880 7.483920 11.186200 1.24 0.12 0.18 -0.015
C -12.479840 9.093460 14.229190 -1.29 -1.22 2.59 -0.498
C -12.156600 9.280210 15.759220 -1.49 2.30 0.16 -0.100
C -17.435720 6.378870 15.943520 0.83 -1.39 -0.14 -0.104
C -18.059740 8.708670 9.714390 -1.24 0.16 0.59 -0.389
C -16.512430 12.792570 9.250990 0.19 0.55 1.13 -0.019
C -9.236710 7.817220 7.775260 -0.46 0.86 0.06 -0.153
C -12.278660 5.802860 7.028520 0.81 -0.63 -0.68 -0.011
C -22.946470 11.416650 10.643710 0.58 -0.31 -0.49 -0.151
C -25.319810 6.012620 11.324180 -0.85 0.70 -1.05 -0.486
C -15.585100 8.420690 9.409080 1.15 0.62 1.13 -0.481
C -16.510670 5.241080 16.441200 -1.78 0.21 0.39 -0.208
C -7.690130 6.783750 6.141280 -1.52 -0.01 0.22 -0.032
C -19.600870 12.015960 2.001030 -0.26 -0.69 0.22 -0.193
C -20.800430 11.111100 1.697290 0.27 0.10 0.30 -0.117
C -22.071000 9.078650 2.331760 -1.45 -0.75 0.17 -0.065
C -24.399870 11.676790 10.448010 -0.91 0.49 -0.62 -0.191
C -18.372790 14.230280 10.267240 -0.17 -1.36 0.29 -0.038
C -22.908950 10.156610 12.905410 -0.21 2.17 0.31 0.002
C -15.349100 6.913070 9.526790 0.06 -1.22 -1.99 -0.007
C -14.265320 16.661710 10.977280 -0.63 -0.65 0.68 -0.031
C -25.996070 5.344530 12.448360 -0.62 -0.52 2.90 -0.075
C -18.524390 5.898020 14.927980 0.18 -1.98 1.42 -0.498
C -15.452450 8.934780 10.814670 0.14 1.62 2.19 -0.162
C -15.755600 16.279590 10.551090 0.77 0.85 0.78 -0.458
C -10.925020 4.082430 8.416060 -1.55 -0.72 0.28 -0.047
C -19.245890 7.086150 14.407570 0.25 0.47 -1.96 -0.042
C -19.804020 8.895500 1.274790 0.15 -0.62 0.98 -0.029
C -20.686870 9.643540 2.303740 1.04 0.86 -1.60 -0.480
C -17.191210 15.097430 8.303390 -0.98 -0.43 0.38 -0.142
C -25.707580 5.185960 10.058760 1.76 0.34 -2.23 -0.098
C -18.509110 7.188680 9.965620 0.63 0.24 -1.01 0.003
C -17.791370 9.386970 11.088450 -1.09 -1.20 -0.29 -0.155
C -11.650290 7.893710 13.859350 1.09 0.26 -1.94 -0.048
C -13.957070 8.653750 14.286560 -0.95 1.05 -0.92 -0.031
C -25.523390 12.594590 13.247780 -0.91 -0.74 0.30 -0.027
C -19.175880 11.935630 3.456010 0.38 0.59 -0.62 -0.144
C -17.827240 6.127240 5.191140 0.28 1.62 0.09 -0.227
C -16.652450 4.099440 5.329340 -1.13 0.10 1.62 -0.033
C -21.700110 5.215900 11.074260 0.74 0.97 -1.13 -0.033
C -10.007690 7.467270 5.334160 0.20 0.77 0.69 -0.022
C -18.970960 10.516640 4.028280 -0.87 0.52 1.51 -0.460
C -16.894960 4.034020 14.207220 0.83 0.00 -0.25 -0.471
C -22.502450 7.421680 9.988950 0.30 0.44 -0.23 -0.022
C -22.937160 6.014010 10.509920 2.77 -0.09 0.50 -0.451
C -16.738150 16.776950 11.644790 -0.17 0.63 -0.08 -0.024
C -17.893880 3.952980 4.474580 0.61 0.84 -1.40 -0.499
C -9.220470 6.882420 6.578960 0.40 -0.38 -1.82 -0.457
C -17.063250 5.357930 6.190260 1.47 -0.96 -0.26 -0.149
C -12.681140 11.613350 13.849260 0.13 0.63 0.77 -0.501
C -17.278210 16.583600 8.502640 1.97 0.50 0.39 -0.188
C -10.528590 7.893920 8.549840 -0.37 -0.53 0.28 -0.196
C -22.527650 11.573370 12.132540 0.23 -2.63 -0.06 -0.385
C -24.556770 14.740960 12.701510 -0.11 0.86 0.07 -0.045
C -19.561900 5.099960 15.686680 -1.44 -0.59 1.28 -0.046
C -16.018670 3.844000 12.970720 -0.50 -0.33 -1.44 -0.051
C -24.769950 13.064250 10.923360 -0.69 -0.66 1.16 -0.127
C -19.257410 9.526690 9.104120 0.44 -0.78 -0.33 -0.017
H -21.978930 7.405570 9.033030 0.70 -0.94 0.06 0.074
H -15.081480 16.682540 8.625060 -0.14 0.13 -0.47 0.119
H -15.459310 12.693360 8.987930 0.22 0.82 -0.12 0.073
H -20.358290 5.747840 16.052910 -0.11 0.30 -0.04 0.078
H -25.502630 7.941580 10.252630 -0.15 -0.16 -0.25 0.065
H -18.931800 9.505560 1.039930 -0.02 -0.14 -0.26 0.068
H -20.359030 10.782600 11.997790 -0.58 -0.28 -0.16 0.063
H -16.342820 9.474610 12.650990 -0.26 -0.25 0.28 0.103
H -16.634500 17.821260 11.939360 0.89 0.15 0.04 0.079
H -20.906320 5.204350 10.327350 0.22 0.35 -0.28 0.071
H -19.500020 9.075670 8.141920 -0.24 0.15 -0.07 0.062
H -11.440820 10.110660 11.878830 -0.03 -0.08 -0.86 0.107
H -24.741060 6.338920 8.476630 -0.55 0.61 0.16 0.101
H -14.235240 7.742700 14.816380 0.63 -0.24 -0.12 0.079
H -15.147730 5.255530 14.940130 -0.04 -0.05 -0.95 0.107
H -14.746310 11.251230 14.533460 0.01 0.66 0.28 0.059
H -14.581580 10.212400 8.528810 -0.56 0.16 0.53 0.075
H -12.862260 8.655890 16.307280 0.45 -0.59 -0.09 0.102
H -11.839790 7.019150 14.481710 0.10 0.30 0.14 0.096
H -22.244130 11.999050 10.047370 -0.40 0.63 -0.18 0.111
H -13.682950 10.870340 16.369420 -0.02 -0.70 0.35 0.092
H -13.211140 5.584490 7.548990 0.22 -0.32 0.24 0.062
H -23.937000 9.860480 12.696780 0.11 -0.19 -0.42 0.041
H -20.772970 11.029060 0.610730 -0.50 -0.44 -0.06 0.111
H -20.681270 12.112800 13.075970 0.23 -0.17 0.19 0.072
H -15.295890 3.741430 15.730560 -0.12 -0.58 -0.60 0.125
H -20.895890 8.294510 4.667310 -0.01 -0.46 0.32 0.106
H -17.248090 6.793040 4.551290 0.43 -0.30 -0.30 0.122
H -17.873590 6.746970 16.871360 -0.45 0.64 -0.45 0.122
H -14.089000 17.732270 10.872850 -0.27 0.02 0.19 0.080
H -26.558630 5.582170 9.504830 -0.86 -0.11 1.17 0.117
H -22.934990 10.347930 13.978170 0.21 0.21 0.17 0.068
H -21.826440 7.954150 10.657970 -0.25 0.03 0.31 0.060
H -24.897860 11.603930 9.481160 1.08 -0.14 -0.86 0.115
H -15.209700 3.115710 13.027780 0.03 0.03 0.63 0.087
H -10.213770 6.177780 9.762790 0.08 -0.32 0.00 0.119
H -8.487010 7.514500 8.506300 0.25 -0.23 -0.14 0.123
H -24.898810 10.819280 10.899480 -0.46 0.42 0.99 0.102
H -11.140110 9.001230 16.036760 0.06 0.39 -0.12 0.111
H -23.249920 8.120680 9.613750 -0.89 -0.09 0.95 0.066
H -17.729260 8.877990 3.602850 0.20 -0.17 0.03 0.065
H -15.313940 6.374800 10.473960 -0.67 0.68 0.41 0.082
H -11.116980 12.070380 15.310510 0.06 -0.22 -0.14 0.113
H -12.351430 6.844540 6.715910 0.30 0.12 0.40 0.054
H -19.030490 9.623640 6.001590 0.42 -0.04 0.08 0.047
H -14.509490 9.446710 14.790690 -0.13 -0.16 0.07 0.060
H -15.992500 18.069900 9.267510 0.52 0.06 0.55 0.118
H -18.235230 11.225820 6.033000 0.24 -0.01 -0.18 0.077
H -16.638630 3.467440 12.157120 -0.20 -0.07 -0.13 0.079
H -16.671910 16.176050 12.551770 -0.03 -0.12 -0.11 0.083
H -17.682710 10.461440 10.940790 -0.25 0.01 0.17 0.113
H -21.891550 4.145260 11.146270 -0.50 0.22 0.72 0.087
H -18.631430 9.079410 11.711200 -0.74 0.83 -0.15 0.105
H -11.402220 8.353550 8.087660 0.27 0.07 -0.73 0.090
H -16.761440 7.091280 15.468200 -0.28 0.50 -0.03 0.108
H -8.648720 4.274000 6.235680 0.05 -0.46 -0.12 0.107
H -24.581830 15.061380 13.743050 -0.32 -0.68 0.26 0.080
H -16.068600 6.443300 8.856170 -0.16 -0.43 0.21 0.064
H -7.091220 6.382150 6.958680 -0.04 -0.45 -0.16 0.079
H -14.553760 8.552110 11.298430 0.15 -0.35 -0.39 0.099
H -19.777500 12.600500 4.075760 -0.69 -0.53 0.13 0.116
H -25.856280 13.143340 10.881770 -0.05 0.38 -0.32 0.116
H -16.218080 5.949110 6.542790 -0.03 -0.26 0.28 0.101
H -18.164200 2.247840 13.960400 -0.06 0.43 -0.65 0.082
H -25.482490 11.507800 13.174930 0.04 -0.07 0.03 0.074
H -18.891120 15.189020 10.283360 0.01 -0.21 0.10 0.076
H -12.263540 5.269440 6.078080 -0.19 -0.34 -0.02 0.080
H -15.272060 10.009370 10.843200 0.18 0.35 -0.64 0.106
H -22.213760 9.326430 12.780400 -0.02 0.19 -0.55 0.056
H -19.663110 13.073280 1.743530 -0.82 0.03 -0.09 0.112
H -14.591410 11.214460 12.861960 0.18 0.22 -0.43 0.068
H -25.279810 8.037460 11.947200 -0.12 0.15 0.23 0.059
H -14.505300 8.827190 7.576240 0.40 -0.49 -0.07 0.077
H -18.804510 11.704270 1.325190 0.39 -0.35 0.24 0.097
H -16.996620 12.218660 8.460870 -0.82 0.38 0.22 0.066
H -17.768960 6.625510 10.534050 0.15 0.20 0.12 0.058
H -25.502920 15.015440 12.235070 0.07 0.63 0.04 0.087
H -18.261970 12.528040 3.412320 0.75 -0.55 0.67 0.118
H -18.744600 5.470910 12.250320 0.04 -0.01 -0.38 0.070
H -17.774990 16.844660 11.315430 -0.09 -0.79 -0.24 0.060
H -17.105710 4.525970 17.009220 -0.23 -0.08 0.15 0.099
H -9.982230 3.853780 8.913020 -0.02 -0.01 -0.24 0.095
H -10.925030 12.918360 13.085920 0.13 -0.87 0.10 0.086
H -16.951310 9.317830 7.135290 -0.20 -0.18 -0.86 0.092
H -18.575300 6.660070 9.014680 0.28 0.10 -0.39 0.071
H -20.637990 12.418470 11.383140 -0.09 -0.02 -0.23 0.060
H -21.770720 11.538740 1.949830 0.09 0.21 0.32 0.109
H -13.416580 16.180190 10.491600 -0.45 -0.30 -0.94 0.076
H -9.401460 8.276420 4.926900 0.08 0.02 -0.20 0.072
H -27.046780 5.055910 12.420080 -0.05 0.14 -0.93 0.093
H -10.602150 8.191070 13.826620 0.34 -0.16 0.75 0.087
H -18.166230 14.846040 7.885960 -0.01 -0.79 -0.03 0.112
H -11.749400 7.591780 12.816700 -0.73 -0.18 -0.17 0.072
H -21.258040 5.679460 11.956180 -0.26 -0.28 0.23 0.059
H -24.321760 13.880480 10.356800 0.18 -0.29 -0.30 0.129
H -19.261870 4.604570 16.610090 0.60 -0.20 -0.14 0.074
H -19.522490 7.772130 15.208210 0.20 0.09 -0.25 0.104
H -16.455990 14.861420 7.534070 0.29 -0.02 0.23 0.121
H -25.444560 4.459240 12.764900 0.04 -0.26 -0.31 0.092
H -15.782410 4.350800 4.722760 -0.05 -0.31 -0.07 0.130
H -20.094010 4.350610 15.100640 0.26 0.02 -0.39 0.088
H -18.112850 16.960260 9.093920 -0.17 -0.38 0.07 0.102
H -19.455790 7.964070 1.721200 0.15 -0.10 0.04 0.079
H -22.794260 10.412400 10.248220 0.49 -0.38 0.62 0.098
H -25.978370 5.970280 13.340680 0.18 0.32 0.14 0.082
H -16.702850 7.794060 12.133460 -0.54 -0.01 0.29 0.099
H -11.894760 6.599370 9.409950 -0.17 -0.70 0.15 0.104
H -18.593760 7.491370 13.633870 0.26 0.98 0.25 0.070
H -22.674910 8.985890 1.429100 0.80 0.57 -0.87 0.088
H -26.514960 12.887580 12.902750 -0.09 0.06 -0.14 0.083
H -12.438690 13.634280 13.390860 -0.13 0.23 -0.14 0.077
H -16.889260 10.166110 4.416950 0.29 0.29 -0.38 0.081
H -8.968700 8.825230 7.458760 0.23 0.01 -0.29 0.124
H -23.728510 15.350650 12.340440 0.00 -0.20 -0.78 0.087
H -25.520190 12.867810 14.302970 0.49 0.00 0.01 0.087
H -12.103000 10.927440 17.220980 -0.34 -0.09 0.20 0.099
H -13.452980 9.029180 9.024430 -0.10 -0.58 0.11 0.075
H -26.886840 7.704050 11.336120 -0.07 -0.58 -0.06 0.086
H -10.283250 6.810360 4.509150 0.50 -0.53 0.29 0.080
H -16.619840 1.923320 14.564150 0.24 0.12 0.34 0.083
H -22.093690 8.026690 2.616320 0.14 0.04 0.78 0.085
H -23.179120 4.124070 9.486630 0.53 -0.14 0.21 0.119
H -7.272980 7.770400 5.939730 -0.29 0.12 -0.10 0.077
H -25.786150 4.106910 10.191370 -0.32 0.08 0.68 0.118
H -11.254260 3.310360 7.720640 0.57 -0.10 -0.21 0.085
H -17.947750 2.536610 15.569640 0.48 0.64 0.48 0.078
H -19.971420 11.042170 5.992180 -0.18 0.27 -0.52 0.085
H -12.313980 12.607280 11.975100 0.27 0.13 -0.15 0.074
H -19.485010 6.932480 10.378030 -0.18 1.01 0.42 0.050
H -14.372670 8.626470 13.279270 -0.01 -0.27 0.00 0.055
H -15.605690 4.775370 12.583290 0.02 0.22 0.38 0.072
H -25.000110 4.791670 7.968540 0.06 -0.77 0.35 0.116
H -14.555130 12.814340 13.613720 -0.06 -0.07 0.26 0.075
H -18.432940 6.839540 5.751370 -0.99 -0.35 -0.49 0.109
H -20.354170 8.597610 0.382210 -0.01 0.39 -0.08 0.086
H -16.530310 12.269020 10.206850 -0.40 -0.51 -0.14 0.054
H -18.444100 13.690270 11.211380 0.47 0.60 0.60 0.080
H -22.728880 9.713710 2.925050 0.13 -0.28 0.69 0.086
H -16.562470 3.160890 5.876270 0.59 0.18 0.05 0.121
H -10.393590 8.507830 9.440350 0.20 -0.01 0.19 0.106
H -12.696000 12.787690 15.592010 0.09 0.15 0.24 0.115
H -17.782620 5.177390 6.989020 0.44 -0.62 0.28 0.118
H -11.726600 4.069520 9.154560 0.04 -0.05 0.41 0.085
H -22.705270 5.439000 8.402410 0.58 0.04 0.45 0.126
H -23.352840 5.891390 13.385450 0.20 0.16 0.47 0.105
H -14.401860 6.592110 9.093400 0.30 0.45 -0.20 0.054
H -19.078740 10.592140 8.959220 0.73 -0.01 -0.14 0.072
H -20.157090 9.549360 9.719070 0.08 -0.64 0.29 0.061
H -18.901890 13.489160 9.668170 -0.49 0.42 -0.54 0.073
H -17.327750 17.104570 7.546480 -0.08 -0.07 -0.13 0.111
H -17.291010 10.244080 2.625990 0.15 0.31 0.18 0.081
H -14.074100 16.342440 12.001780 -0.33 0.43 0.37 0.067
H -7.671100 6.208730 5.215500 0.47 -0.18 0.15 0.076
H -22.033910 13.780460 13.790550 0.15 0.18 0.35 0.101
H -20.122790 6.835810 13.810530 -0.39 -0.28 0.40 0.075
H -10.948110 7.947890 5.603790 -0.02 -0.02 0.37 0.058
H -15.796260 5.626470 17.168660 0.25 0.11 -0.22 0.114
H -14.501430 14.012710 11.252970 0.23 -0.40 0.21 0.098
```
Positions in Å, forces in eV/Å.

## Properties
Energy relative to the best compared isomer or geometry (same formula, charge and spin)   5.429 eV
Net charge   0
LUMO level   0.336 eV
SMILES   CC1(C)CCCC(C)(C)N1O.CC1(C)CCCC(C)(C)N1O.CC1(C)CCCC(C)(C)N1O.CC1(C)CCCC(C)(C)N1O.CC1(C)CCCC(C)(C)N1O.CC1(C)CCCC(C)(C)N1O.CC1(C)CCCC(C)(C)N1O.CC1(C)CCCC(C)(C)N1O.O=C1CCCO1